A structure of composition C5H5N, computed with ωB97M-V with the def2-TZVPD basis set.

Last column: natural (NBO) charge in e.
Element x y z (Å)
C 0.489 0.122 -0.736  -0.33
C 0.423 -1.211 -0.017  -0.17
C -0.912 0.643 -0.941  0.10
N -1.146 1.163 0.205  -0.37
C 0.229 0.749 0.662  -0.10
C 0.194 -0.667 1.180  -0.18
H 1.293 0.391 -1.428  0.23
H 0.338 -2.207 -0.440  0.21
H -1.608 0.516 -1.764  0.18
H 0.835 1.527 1.131  0.22
H -0.134 -1.026 2.148  0.21

Forces on the atoms, in the same order (eV/Å):
C -0.02 0.03 -0.18
C -0.07 -0.23 0.00
C -0.28 0.24 -0.12
N 0.09 0.09 -0.46
C 0.16 0.17 0.31
C 0.07 -0.16 0.24
H -0.18 -0.10 0.23
H 0.26 0.04 0.26
H -0.07 0.25 -0.02
H -0.14 -0.17 -0.13
H 0.19 -0.16 -0.13

## Properties
- frontier orbital gap (eV) = 10.73
- E_LUMO (eV) = 0.9293
- HOMO level (eV) = -9.796
- spin multiplicity = 1

***

A cluster of 2 separate species, C14H16O in total, computed with ωB97M-V with the def2-TZVPD basis set.

Last column: natural (NBO) charge in e.
Element x y z (Å)
C -3.416 2.336 1.306  -0.63
C 0.000 3.003 -0.196  -0.19
C -1.373 2.971 0.028  -0.22
C 0.847 2.435 0.742  -0.23
C -1.913 2.302 1.128  -0.01
C 0.321 1.747 1.815  -0.20
C -1.052 1.581 1.945  -0.23
H 0.326 3.596 -1.033  0.21
H -2.017 3.349 -0.764  0.21
H 1.911 2.595 0.722  0.21
H 0.956 1.207 2.505  0.21
H -3.717 1.655 2.111  0.21
H -3.908 2.136 0.360  0.22
H -1.474 0.958 2.719  0.20
H -3.753 3.317 1.632  0.22
C 3.359 -2.809 -1.790  -0.63
C -0.549 -1.761 -0.367  0.30
C 0.513 -1.806 0.504  -0.29
C -0.333 -2.027 -1.714  -0.26
C 1.797 -2.130 0.049  -0.18
C 0.931 -2.311 -2.181  -0.19
C 2.016 -2.359 -1.297  -0.06
O -1.822 -1.445 0.014  -0.67
H 0.418 -1.532 1.551  0.21
H -1.799 -1.167 0.941  0.48
H -1.202 -2.056 -2.356  0.22
H 2.556 -2.352 0.783  0.21
H 1.132 -2.589 -3.208  0.21
H 3.546 -3.883 -1.681  0.22
H 4.211 -2.261 -1.395  0.22
H 3.487 -2.698 -2.874  0.21

Forces on the atoms, in the same order (eV/Å):
C 0.48 -0.19 0.59
C -0.76 0.42 0.58
C 0.38 -0.51 -0.43
C 0.28 0.51 0.22
C -0.46 -0.03 -0.70
C -0.31 -1.04 -0.09
C -0.26 0.78 0.07
H 0.48 -0.15 -0.22
H -0.08 0.25 0.41
H 0.27 -0.12 -0.34
H 0.21 0.19 0.03
H -0.14 -0.11 -0.43
H -0.22 -0.31 0.03
H 0.03 -0.01 0.32
H 0.12 0.24 -0.02
C 0.66 -0.27 -1.05
C -0.01 0.30 -0.27
C 0.88 0.20 0.48
C -0.42 -0.20 -0.25
C -0.92 -0.24 -0.08
C 0.45 -0.13 0.50
C 0.26 -0.45 -0.20
O 0.05 0.03 0.32
H -0.32 -0.21 -0.02
H -0.07 -0.03 -0.22
H 0.03 0.11 -0.16
H 0.33 0.39 0.01
H -0.28 0.19 -0.10
H -0.13 0.08 0.53
H -0.09 0.00 0.47
H -0.43 0.28 0.02

## Properties
- SMILES = Cc1ccc(O)cc1.Cc1ccccc1
- frontier orbital gap (eV) = 9.13
- E_LUMO (eV) = 0.8317
- HOMO level (eV) = -8.298
- spin multiplicity = 1

***

A structure of composition C4H7NS2, computed with ωB97M-V with the def2-TZVPD basis set.

Last column: natural (NBO) charge in e.
Element x y z (Å)
C -0.915 -0.708 -1.214  -0.62
C 0.523 -0.231 -0.851  0.11
C -0.360 0.152 1.571  -0.30
C 1.161 0.503 1.582  -0.19
H -0.551 0.620 -3.186  0.19
H -1.067 -1.651 -1.898  0.26
H -1.372 -1.040 0.000  0.25
H -0.827 -0.644 2.259  0.23
H -1.005 1.061 1.307  0.22
H 1.528 1.461 1.347  0.21
H 2.020 -0.131 2.275  0.19
N 0.690 -0.301 0.604  -0.43
S -1.705 0.792 -1.997  -0.06
S 1.882 0.117 -1.800  -0.07

Forces on the atoms, in the same order (eV/Å):
C -0.62 -1.37 2.40
C 1.69 -0.83 1.96
C 1.00 0.27 0.48
C 2.91 -2.23 3.60
H -2.67 0.69 2.68
H 0.80 2.00 1.33
H 0.83 1.20 -4.26
H 1.02 1.44 -1.11
H 0.93 -1.62 0.14
H 0.05 1.33 -0.22
H -2.72 2.02 -1.45
N -3.77 -0.98 -4.31
S 2.84 -1.53 -2.24
S -2.29 -0.41 1.00

## Properties
- frontier orbital gap (eV) = 8.64
- E_LUMO (eV) = -0.1287
- HOMO level (eV) = -8.769
- spin multiplicity = 1

***

The molecule C5H5FS2, computed with ωB97M-V with the def2-TZVPD basis set.

Last column: natural (NBO) charge in e.
Element x y z (Å)
C 0.573 -1.342 0.460  0.38
C 1.763 -1.180 -0.107  -0.49
C -0.791 -0.768 0.089  -0.56
C -0.939 1.841 0.385  -0.40
C -0.668 1.666 -0.897  -0.37
H 2.632 -1.693 0.276  0.22
H 1.827 -0.566 -1.011  0.23
H -1.475 -1.612 0.150  0.26
H -0.917 2.827 0.821  0.25
H -0.361 2.462 -1.565  0.24
F 0.486 -2.060 1.579  -0.34
S -1.275 0.444 1.369  0.31
S -0.855 -0.020 -1.547  0.27

Forces on the atoms, in the same order (eV/Å):
C 0.55 0.86 -0.81
C -0.79 0.27 -0.59
C 1.06 -0.53 0.35
C 0.34 0.07 -0.22
C -0.12 -0.89 -0.58
H 0.02 0.12 0.09
H 0.06 -0.36 0.41
H -0.29 0.10 -0.10
H 0.02 -0.06 0.31
H -0.18 -0.17 -0.06
F -0.32 -0.57 0.70
S -0.46 0.06 0.09
S 0.11 1.11 0.41

## Properties
- SMILES = C=C(F)C1SC=CS1
- frontier orbital gap (eV) = 8.91
- E_LUMO (eV) = 0.7100
- HOMO level (eV) = -8.197
- spin multiplicity = 1

***

A structure of composition C6H9I, computed with ωB97M-V with the def2-TZVPD basis set.

Last column: natural (NBO) charge in e.
Element x y z (Å)
C -0.850 0.238 -1.589  -0.49
C -0.127 -0.610 0.369  -0.29
C -0.080 0.619 -0.365  0.16
C -1.500 -0.772 -0.538  -0.16
C 0.848 -1.765 0.019  -0.60
C -0.116 2.035 0.041  -0.68
I -3.371 0.070 0.113  0.06
H -1.446 1.185 -1.979  0.21
H -0.364 -0.262 -2.375  0.21
H -0.282 -0.615 1.446  0.22
H 2.012 -1.647 -0.006  0.22
H 0.562 -2.224 -0.838  0.21
H 0.644 -2.525 0.889  0.21
H 0.600 2.558 -0.617  0.24
H 0.334 2.092 1.056  0.23
H -1.081 2.535 -0.190  0.25

Forces on the atoms, in the same order (eV/Å):
C -0.75 1.78 -0.16
C 0.50 -1.60 0.26
C -2.71 -0.59 -1.53
C 1.74 3.04 0.34
C 1.46 -0.49 4.41
C 0.93 0.03 0.59
I 0.42 -0.24 0.32
H 0.93 -2.14 0.54
H 0.57 -0.63 -1.10
H 0.15 0.60 0.10
H -2.23 0.55 0.19
H -0.81 -1.36 -2.75
H 0.56 1.03 -1.73
H -0.11 -0.18 0.10
H -0.96 0.56 -0.34
H 0.30 -0.37 0.77

## Properties
- frontier orbital gap (eV) = 7.98
- E_LUMO (eV) = 0.1828
- HOMO level (eV) = -7.794
- spin multiplicity = 1

***

The molecule C4H6O, computed with ωB97M-V with the def2-TZVPD basis set.

Last column: natural (NBO) charge in e.
Element x y z (Å)
C 1.985 0.326 1.162  -0.69
C 0.713 0.191 0.426  0.01
C -0.283 -0.089 -0.159  -0.07
C -1.377 -0.432 -1.097  -0.14
H 2.273 1.427 1.129  0.24
H 1.853 -0.144 2.158  0.24
H 2.873 -0.273 0.603  0.24
H -1.561 -1.511 -1.014  0.19
H -1.069 -0.308 -2.161  0.21
H -2.808 0.418 -0.068  0.46
O -2.598 0.396 -0.980  -0.70

Forces on the atoms, in the same order (eV/Å):
C 1.41 -0.22 -1.41
C 1.73 -0.34 0.86
C -1.62 0.00 -1.60
C -0.53 0.63 -0.61
H -0.16 -1.49 0.66
H 0.39 0.77 -0.40
H -2.18 1.35 1.20
H -0.48 0.21 0.26
H 0.02 0.21 0.87
H -0.42 0.08 1.43
O 1.84 -1.21 -1.25

## Properties
- SMILES = CC#CCO
- frontier orbital gap (eV) = 10.66
- E_LUMO (eV) = 0.8788
- HOMO level (eV) = -9.782
- spin multiplicity = 1

***

The molecule C4H5N3O2S, computed with ωB97M-V with the def2-TZVPD basis set.

Last column: natural (NBO) charge in e.
Element x y z (Å)
C 2.299 0.161 0.127  0.12
C -1.499 -0.097 0.586  0.21
C 0.865 0.610 -0.153  0.50
C -0.246 -0.483 -0.048  -0.24
N -3.640 0.488 1.442  -0.57
N -0.470 -0.966 -1.464  -0.76
N -2.625 -0.028 0.937  0.02
O 0.613 1.720 -0.471  -0.50
O 3.241 1.070 -0.125  -0.61
S 2.742 -1.323 0.738  0.02
H 0.193 -1.411 0.561  0.28
H -4.320 -0.220 1.839  0.34
H 0.518 -1.333 -1.724  0.35
H -0.504 -0.076 -1.995  0.35
H 2.832 1.890 -0.248  0.50

Forces on the atoms, in the same order (eV/Å):
C 1.42 -1.55 0.66
C -1.02 -0.16 0.28
C -1.01 -2.30 1.35
C 0.93 -2.42 0.38
N -2.11 -0.73 0.49
N 2.85 0.58 0.03
N 2.43 0.58 0.11
O 0.21 1.83 -0.55
O 0.36 -2.32 0.57
S -0.70 1.52 -0.78
H -0.95 2.07 -1.29
H 1.29 0.74 -0.74
H -2.09 0.36 0.21
H -0.39 -0.71 -0.05
H -1.20 2.49 -0.66

## Properties
- frontier orbital gap (eV) = 6.57
- E_LUMO (eV) = -1.7465
- HOMO level (eV) = -8.319
- spin multiplicity = 1